Molecular formula: CH10NO2
Method: DFT, ωB97M-V/def2-TZVPD

Geometry as XYZ:
```
14
Properties=species:S:1:pos:R:3:forces:R:3:nbo_charge:R:1
C 2.4691 0.2457 0.5521 -1.0 0.2 -0.4 -0.83
N -2.5285 0.6592 1.0995 -1.3 -0.3 -0.3 -0.71
H 2.7734 1.1919 0.9805 0.1 0.1 0.2 0.23
H 1.7354 0.4336 -0.2348 0.2 0.3 0.0 0.18
H 3.3007 -0.2587 0.0874 0.3 -0.3 0.2 0.23
H 1.9082 -0.3461 1.2920 0.5 -0.1 0.1 0.22
H -2.9760 1.5559 1.2657 0.8 0.5 0.0 0.40
H -2.0703 0.5322 0.2094 0.3 0.3 -0.1 0.38
H -0.2660 -0.4843 -0.9799 0.0 0.0 0.4 0.41
H -0.5456 -0.0692 -2.6684 0.1 -0.1 0.1 0.52
O -0.5389 0.2506 -1.7451 -0.3 0.0 -0.2 -0.52
H -3.2868 -0.0096 1.2206 0.4 -0.5 0.2 0.39
H -0.0752 -2.3006 -0.7118 -0.1 0.1 -0.3 0.51
O 0.1005 -1.4006 -0.3671 0.1 -0.1 0.2 -0.42
```
Forces are in eV/Å.

## Properties
LUMO	-11.6939	eV
net charge	+1

Molecular formula: C5H11NO
Method: DFT, ωB97M-V/def2-TZVPD

Geometry as XYZ:
```
18
Properties=species:S:1:pos:R:3:forces:R:3:nbo_charge:R:1
C -0.8811 -1.4578 2.7538 0.2 0.6 -0.5 -0.39
C 0.1711 -1.2011 1.9408 0.9 -2.2 -0.8 -0.19
C -0.0158 -0.3179 0.6823 0.0 -2.9 -0.9 -0.26
N 0.6280 -0.9734 -0.5969 -0.8 0.7 2.3 -0.60
C 0.8064 -0.0777 -1.6071 1.4 0.6 -0.5 0.03
C 1.9645 0.0421 -2.3478 0.4 -0.7 -0.7 -0.63
H -0.8963 -1.9693 3.7141 0.6 -0.4 -0.4 0.21
H -1.8970 -1.0990 2.5142 0.7 0.4 0.0 0.19
H 1.1314 -1.9745 1.9178 -2.2 2.6 0.7 0.21
H 0.4798 0.6237 0.6013 -0.1 0.9 1.2 0.22
H -1.1298 -0.2577 0.5950 1.0 0.3 -0.5 0.20
H 1.2491 -1.8045 -0.4750 -0.6 1.4 -0.3 0.40
H 0.1627 0.8183 -1.6433 -1.2 -1.3 -0.5 0.20
H 2.9556 0.0610 -1.8695 -0.4 -1.4 -0.2 0.20
H 1.9511 -0.0018 -3.4643 -0.1 1.4 1.0 0.21
O -1.9344 3.0129 -0.9783 1.1 -2.6 1.0 -0.94
H -2.1396 3.8023 -1.3991 -0.9 2.2 -0.9 0.47
H -2.6058 2.7742 -0.3382 -0.2 0.3 -0.1 0.47
```
Forces are in eV/Å.

## Properties
LUMO	0.7154	eV
SMILES string	C=CCNC=C.O
net charge	0

Molecular formula: C4H5F
Method: DFT, ωB97M-V/def2-TZVPD

Geometry as XYZ:
```
10
Properties=species:S:1:pos:R:3:forces:R:3:nbo_charge:R:1
F -2.2774 -0.2314 -0.6962 -1.8 -0.5 -0.7 -0.29
C -1.0858 -0.0681 -0.2572 4.5 1.1 2.1 0.43
C -0.4817 0.8824 0.4978 -0.9 -2.3 -2.2 -0.32
C 0.9062 0.3231 0.3715 0.6 0.6 -1.0 -0.41
C 0.2260 -0.8574 -0.4698 -1.3 1.0 -0.1 -0.45
H -0.8984 1.7866 0.6800 -0.8 2.8 1.4 0.20
H 1.7758 1.0608 0.0565 -1.9 -1.7 -0.2 0.22
H 1.2580 -0.1453 1.2543 0.5 -0.2 1.2 0.20
H 0.2189 -1.7735 0.0946 0.3 -0.7 -0.2 0.21
H 0.3585 -0.9772 -1.5317 0.9 -0.2 -0.3 0.22
```
Forces are in eV/Å.

## Properties
LUMO	1.1531	eV
SMILES string	FC1=CCC1
net charge	0

Molecular formula: C20H31N6O5Ti
Method: DFT, ωB97M-V/def2-TZVPD

Geometry as XYZ:
```
63
Properties=species:S:1:pos:R:3:forces:R:3:nbo_charge:R:1
Ti -0.0205 0.2609 0.1097 0.0 0.0 -0.5 1.26
C 0.0727 2.8431 -1.4947 0.0 -0.1 0.0 -0.21
C -0.3820 3.4510 -0.1668 0.0 0.0 0.1 -0.22
N -0.6766 2.4097 0.8435 0.0 -0.1 0.0 -0.67
C -0.2087 2.6754 2.2014 0.0 0.0 0.0 -0.25
C 1.1194 1.9980 2.4530 0.1 -0.1 0.0 0.21
C 2.0229 2.4542 3.3996 -0.1 0.1 0.0 -0.24
C 3.2219 1.7846 3.5648 0.1 0.0 0.1 -0.14
C 3.5044 0.6945 2.7562 0.0 -0.1 -0.1 -0.24
C 2.5605 0.2870 1.8322 -0.1 0.1 0.0 0.21
C 2.7806 -0.8715 0.8855 -0.1 0.1 0.0 -0.24
N 2.0869 -0.6038 -0.3780 0.1 0.1 -0.1 -0.68
C 2.8329 0.2597 -1.3247 0.0 -0.1 0.1 -0.22
C 1.8778 1.1333 -2.1301 -0.1 0.0 0.1 -0.21
N 1.0657 1.8304 -1.1326 0.0 0.0 0.0 -0.67
N 1.3740 0.9114 1.7034 0.1 0.0 0.2 -0.55
H 0.4760 3.6265 -2.1444 0.0 0.0 0.0 0.20
H -0.7601 2.3596 -2.0054 0.0 0.0 0.0 0.23
H -1.2423 4.1035 -0.3213 0.0 0.0 0.0 0.22
H 0.4272 4.0744 0.2251 0.0 0.0 0.0 0.19
H -1.6639 2.1926 0.8531 0.0 0.0 0.0 0.43
H -0.9519 2.2756 2.8952 0.0 0.0 0.0 0.23
H -0.1186 3.7442 2.4162 0.0 0.0 0.0 0.21
H 1.7878 3.3326 3.9864 0.0 0.0 0.0 0.23
H 3.9439 2.1241 4.2956 0.0 0.0 0.0 0.24
H 4.4503 0.1742 2.8288 0.0 0.0 0.0 0.23
H 2.3382 -1.7719 1.3189 0.0 0.0 0.0 0.23
H 3.8514 -1.0559 0.7600 0.0 0.0 0.0 0.21
H 1.8571 -1.4698 -0.8457 0.0 0.0 0.0 0.41
H 3.4800 -0.3304 -1.9760 0.0 0.0 0.0 0.22
H 3.4839 0.9108 -0.7332 0.0 0.0 0.0 0.20
H 1.2248 0.5249 -2.7588 0.0 0.0 0.0 0.22
H 2.4428 1.8130 -2.7758 0.0 0.0 0.0 0.20
H 1.7100 2.2658 -0.4754 0.0 0.0 0.0 0.37
O -1.2754 -2.7242 3.0751 0.0 0.0 0.1 -0.64
C -1.3340 -1.6307 2.3298 0.0 0.0 -0.1 0.79
O -0.6388 -1.4799 1.3448 -0.1 0.0 0.2 -0.63
C -2.3318 -0.6182 2.8494 -0.1 0.0 0.0 -0.16
O -2.6837 0.3215 1.8806 0.1 0.0 -0.1 -0.52
C -3.5854 -0.1798 0.8839 -0.1 0.0 0.1 -0.18
C -3.1364 0.1195 -0.5454 0.6 -0.2 0.1 0.78
O -3.8967 -0.1469 -1.4539 -0.2 0.0 -0.1 -0.64
O -1.9404 0.5846 -0.6790 -0.3 0.2 0.0 -0.87
H -0.6037 -3.3178 2.7038 0.0 0.0 0.0 0.51
H -1.8625 -0.0951 3.6869 0.0 0.0 0.0 0.23
H -3.1965 -1.1565 3.2470 0.0 0.0 0.0 0.22
H -4.5704 0.2591 1.0410 0.0 0.0 0.0 0.22
H -3.6839 -1.2657 0.9729 0.0 0.0 -0.1 0.20
C -2.5333 -1.9668 -4.5468 0.0 0.0 0.0 -0.65
C -1.5731 -2.1709 -3.4255 0.0 0.1 -0.1 0.21
C -0.9087 -3.2873 -2.9694 -0.1 0.0 0.1 -0.35
C -0.2311 -2.8693 -1.8087 0.2 -0.1 0.0 0.17
N -0.4121 -1.5686 -1.6004 -0.2 0.0 0.2 -0.36
N -1.2231 -1.1640 -2.6059 0.0 -0.1 -0.1 -0.34
C 0.5254 -3.7500 -0.8621 0.0 0.0 -0.1 -0.63
H -2.7594 -2.9177 -5.0232 0.0 0.0 0.0 0.24
H -2.1247 -1.2950 -5.3019 0.0 0.0 0.0 0.23
H -3.4634 -1.5357 -4.1736 0.0 0.0 0.0 0.25
H -0.9398 -4.2788 -3.3885 0.0 0.0 0.0 0.23
H -1.7227 -0.2928 -2.4670 0.0 0.0 0.0 0.45
H -0.1706 -4.2913 -0.2181 0.0 0.0 0.0 0.23
H 1.1988 -3.2015 -0.2053 0.0 0.1 0.0 0.20
H 1.1090 -4.4918 -1.4062 0.0 0.0 0.0 0.24
```
Forces are in eV/Å.

## Properties
LUMO (spin up / spin down)	-2.3344 / -2.4712	eV
net charge	+1
⟨S²⟩	2.0054
2S+1	3

Molecular formula: C25H36NO2Ti
Method: DFT, ωB97M-V/def2-TZVPD

Geometry as XYZ:
```
65
Properties=species:S:1:pos:R:3:forces:R:3:nbo_charge:R:1
O -1.7806 -1.3359 -5.0591 -0.5 -1.0 -1.0 -0.55
C -2.2251 -2.7223 -5.2327 -0.1 -0.4 0.5 -0.06
C -2.2691 -2.6574 -6.7597 0.3 0.6 0.5 -0.46
H -3.2155 -2.9018 -4.7851 0.4 0.1 0.1 0.18
H -1.4819 -3.4372 -4.8495 -0.3 0.3 0.2 0.18
C -1.8391 -1.1812 -6.5150 -0.1 0.0 -1.1 0.27
H -3.2641 -2.7764 -7.2002 0.3 0.0 0.0 0.21
H -1.5134 -3.2667 -7.2648 -0.3 0.1 0.0 0.21
C -2.9025 -0.1965 -6.9746 0.1 0.2 0.1 -0.63
H -3.8951 -0.4689 -6.6031 0.2 0.1 0.1 0.21
H -2.9464 -0.1826 -8.0712 0.0 -0.1 0.2 0.21
H -2.6477 0.8120 -6.6369 -0.1 0.0 0.0 0.21
C -0.4829 -0.8401 -7.1026 0.0 0.2 0.1 -0.63
H 0.2719 -1.5725 -6.8024 -0.1 0.1 0.0 0.21
H -0.1836 0.1560 -6.7636 0.1 -0.1 0.0 0.21
H -0.5398 -0.8279 -8.1974 0.0 0.0 0.2 0.21
Ti 1.1412 0.9032 2.0478 0.1 0.0 1.2 1.21
C 3.3770 0.9287 2.5351 0.3 -1.3 0.1 -0.36
C 2.8556 -0.2269 3.2006 1.0 0.1 -0.9 -0.25
C 2.3723 -1.1358 2.2145 0.4 0.4 -0.2 -0.35
H 2.9563 -0.4640 4.2530 -0.5 0.2 -0.3 0.26
C 2.6555 -0.5801 0.9290 1.0 0.4 0.8 -0.28
C 3.2396 0.7100 1.1178 0.4 -1.1 0.2 -0.30
H 3.6090 1.3548 0.3204 -0.2 -0.2 0.3 0.23
H 3.8842 1.7599 3.0235 -0.4 -0.2 -0.2 0.25
H 1.9469 -2.1174 2.4230 0.1 0.4 -0.1 0.24
H 2.6001 -1.1218 -0.0114 -0.5 0.4 0.1 0.23
C 1.1020 3.0540 2.9655 -0.4 0.4 -1.1 -0.34
C 1.8043 3.1123 1.7166 -1.2 0.6 0.3 -0.27
C 0.8908 2.7631 0.6775 -0.3 0.4 0.5 -0.38
H 2.8248 3.4655 1.5799 -0.3 -0.4 0.0 0.24
C -0.3913 2.5033 1.2763 0.6 1.1 0.9 -0.33
C -0.2566 2.6913 2.6875 0.2 0.8 -1.3 -0.21
H -1.0788 2.6732 3.3924 0.3 -0.3 0.0 0.25
H 1.4943 3.3592 3.9306 -0.1 -0.4 -0.3 0.25
H 1.0869 2.8167 -0.3895 0.1 -0.2 0.3 0.24
H -1.3295 2.3243 0.7567 0.3 -0.2 0.1 0.24
O 0.0897 -0.0925 0.3612 -1.0 -1.1 -1.4 -0.58
C 0.3301 0.2952 -1.0660 -0.3 0.0 0.8 -0.05
C -0.0149 -0.9199 -1.9049 0.3 -0.1 0.1 -0.43
H 1.3685 0.6267 -1.1795 -0.3 -0.1 0.2 0.20
H -0.3373 1.1341 -1.2816 0.1 -0.1 0.1 0.19
C -1.0665 -1.6338 -1.0638 -0.3 0.2 0.1 -0.43
H 0.8817 -1.5455 -2.0119 -0.2 0.0 -0.1 0.20
H -0.3829 -0.6414 -2.8960 0.1 -0.1 0.1 0.25
C -0.5949 -1.4141 0.3621 0.5 0.5 0.0 -0.06
H -1.1659 -2.6968 -1.2948 0.0 0.1 0.0 0.23
H -2.0404 -1.1443 -1.2013 0.2 -0.2 0.0 0.21
H 0.1341 -2.1679 0.6824 0.0 0.1 -0.1 0.18
H -1.4117 -1.3829 1.0838 0.3 0.1 -0.1 0.22
C 2.1183 1.4557 5.8136 0.5 0.1 0.3 -0.62
C 0.8812 0.7486 5.4368 -1.5 -1.0 0.3 0.07
C -0.0343 0.2862 6.4065 0.7 0.4 -0.8 -0.31
C -1.1507 -0.1994 5.7106 -0.2 0.1 -1.0 -0.34
C -0.8867 -0.0167 4.3404 1.0 0.1 2.0 0.08
C -1.8738 -0.2564 3.2791 -0.7 -0.4 -0.7 -0.62
N 0.3803 0.5039 4.1669 -0.8 -0.1 -0.2 -0.58
H 2.1571 1.4548 6.9113 0.1 0.1 -0.3 0.22
H 2.1330 2.4975 5.4831 0.1 0.0 0.1 0.19
H 3.0297 0.9754 5.4551 0.1 0.2 0.1 0.19
H 0.1422 0.3606 7.4743 -0.2 -0.1 -0.2 0.20
H -2.0785 -0.6190 6.0865 0.2 0.1 0.1 0.20
H -1.6037 0.1727 2.3035 0.0 0.0 0.3 0.20
H -2.0324 -1.3376 3.1405 -0.1 0.2 -0.1 0.20
H -2.8417 0.1825 3.5730 0.2 -0.2 -0.2 0.22
```
Forces are in eV/Å.

## Properties
LUMO (spin up / spin down)	0.3191 / 0.3194	eV
net charge	0
⟨S²⟩	0.7552
2S+1	2

Molecular formula: H17O8
Method: DFT, ωB97M-V/def2-TZVPD

Geometry as XYZ:
```
25
Properties=species:S:1:pos:R:3:forces:R:3:nbo_charge:R:1
O 36.9207 -40.4929 23.8684 -2.6 1.6 -3.9 -0.80
H 37.0646 -39.6774 23.2538 -0.2 -0.2 0.7 0.57
H 37.0706 -41.2497 23.2451 0.0 -1.2 0.1 0.57
H 37.4976 -40.4408 24.5754 2.6 -0.1 2.5 0.55
O 39.5438 -40.0314 23.0894 -2.3 -3.0 0.8 -0.98
H 39.9818 -39.2740 22.8555 1.8 2.9 -0.9 0.48
H 39.9657 -40.3584 23.8929 0.5 -0.1 -0.1 0.50
O 36.8173 -38.0087 22.7256 5.3 -5.0 -8.1 -0.94
H 36.6028 -37.4044 22.0638 -0.6 1.4 -1.7 0.50
H 36.4856 -37.7971 23.4551 -4.7 3.4 9.9 0.47
O 35.8628 -37.6917 25.2530 6.4 7.6 0.8 -1.00
H 36.7292 -37.3987 25.8751 -4.5 -2.4 -2.3 0.52
H 35.3773 -38.4240 25.2816 -2.3 -5.1 1.6 0.49
O 36.8810 -42.5785 22.2206 0.6 0.1 -0.1 -0.99
H 36.1006 -43.1113 21.9594 1.1 0.4 -0.1 0.52
H 37.7092 -42.7930 21.7241 -1.4 -0.1 0.3 0.52
O 40.8886 -39.9802 25.4547 0.7 0.3 0.9 -0.99
H 41.5843 -39.8825 26.1562 -1.2 -0.1 -1.0 0.50
H 40.0425 -39.5927 25.7527 0.8 -0.4 0.4 0.48
O 38.2162 -42.5435 25.1856 0.2 2.0 0.1 -0.97
H 38.0568 -43.4598 25.0683 -0.3 -1.3 0.1 0.49
H 38.0215 -42.2850 26.0953 0.1 -0.6 -0.1 0.48
O 38.3019 -39.1614 26.1143 0.0 1.3 1.8 -0.96
H 38.0424 -39.1525 27.0748 0.2 -0.6 -1.1 0.50
H 38.6861 -38.2566 26.0721 -0.2 -0.7 -0.5 0.49
```
Forces are in eV/Å.

## Properties
LUMO	-3.4104	eV
net charge	+1

In order of appearance, total energy = -248.7504, -326.9428, -255.1886, -2334.8752, -2028.8471, -611.7993 Eh.